[1]
The following is a quantum chemistry calculation of a cluster of 2 separate species, C3H4BrNO in total in a non-equilibrium geometry, from the Open Molecules 2025 dataset.

HOMO-LUMO gap (spin up / spin down) in Eh: 0.306 / 0.339
Calculated total energy in eV: -76748.816
HOMO level (spin up / spin down) in eV: -8.16 / -9.05
E_LUMO (spin up / spin down) in eV: 0.1761 / 0.1880

XYZ file:
```
10
Properties=species:S:1:pos:R:3:forces:R:3
Br -0.007904 2.489041 -0.809651 0.09 -0.41 -0.16
O 0.793325 -0.063478 -1.348999 -0.43 2.84 0.17
N 0.659279 -1.323260 -1.606616 -1.53 -1.54 -0.67
C -0.229334 0.762373 -1.491682 2.13 0.27 0.88
C 0.036194 0.233585 2.236073 -1.00 -1.26 -1.06
C -0.760395 -0.689363 2.057276 0.36 1.83 1.33
H -1.665080 -1.318273 2.207618 1.48 0.59 -0.51
H -1.185453 0.473304 -1.782150 -1.27 -0.83 -0.43
H 1.605584 -1.636508 -1.637863 1.01 -0.34 0.24
H 0.753785 1.072579 2.175993 -0.84 -1.17 0.21
```
Positions in Å, forces in eV/Å.

---

[2]
The following is a quantum chemistry calculation of a structure of composition C3H4BrNO in a non-equilibrium geometry, from the Open Molecules 2025 dataset.

HOMO-LUMO gap (spin up / spin down) in Eh: 0.280 / 0.296
Calculated total energy in eV: -76750.491
HOMO level (spin up / spin down) in eV: -8.45 / -8.43
E_LUMO (spin up / spin down) in eV: -0.8345 / -0.3652

XYZ file:
```
10
Properties=species:S:1:pos:R:3:forces:R:3
Br -2.748264 0.892887 -0.044940 0.46 -0.76 -0.01
O -0.165084 0.854759 -0.513779 -0.87 -0.21 -0.02
N -0.804977 -2.452176 0.370834 -0.31 0.42 -1.09
C 1.045402 0.734634 -0.869361 1.37 2.11 0.20
C -1.069659 -0.026942 -0.254603 -2.54 0.70 0.04
C -0.981156 -1.406848 -0.117717 0.88 -0.56 1.31
H 1.182362 0.098109 1.586987 -1.76 -0.83 0.28
H 1.556627 -0.132438 -1.104768 0.42 -1.92 -0.28
H 1.537421 1.672893 -0.725772 0.52 0.22 -0.39
H 0.447326 -0.234875 1.673120 1.83 0.81 -0.04
```
Positions in Å, forces in eV/Å.

---

[3]
The following is a quantum chemistry calculation of a cluster of 2 separate species, C3H4BrNO3 in total in a non-equilibrium geometry, from the Open Molecules 2025 dataset.

HOMO-LUMO gap in Eh: 0.367
Calculated total energy in eV: -80849.112
Structure (SMILES): C=N[C@H](O)Br.O=C=O
HOMO level in eV: -9.80
E_LUMO in eV: 0.1800

XYZ file:
```
12
Properties=species:S:1:pos:R:3:forces:R:3
Br -1.264390 1.586213 -0.582184 -1.53 -1.42 0.23
O -2.005973 -1.979370 -0.846477 -2.10 1.04 -2.97
O -1.181426 -2.694444 1.140537 0.70 -0.07 1.85
O 0.064462 -0.656414 -1.155019 1.83 -2.76 -0.64
N 1.283454 0.781752 0.151262 2.76 1.51 0.31
C 1.295292 2.004829 0.432350 1.05 0.61 -0.76
C 0.139443 0.088511 -0.028256 -0.51 0.71 -0.50
C -1.618780 -2.259576 0.171214 0.40 -1.59 1.22
H 0.534713 -1.573686 -1.064500 -1.05 2.56 0.00
H 2.214649 2.578478 0.553272 0.13 -0.52 0.32
H 0.380525 2.571637 0.308244 0.20 0.27 0.67
H 0.158031 -0.447929 0.919552 -1.87 -0.33 0.26
```
Positions in Å, forces in eV/Å.

---

[4]
The following is a quantum chemistry calculation of a cluster of 2 separate species, C3H4BrO3 in total in a non-equilibrium geometry, from the Open Molecules 2025 dataset.

HOMO-LUMO gap in Eh: 0.232
Calculated total energy in eV: -79360.145
Total charge: -1
HOMO level in eV: -2.70
E_LUMO in eV: 3.6111

XYZ file:
```
11
Properties=species:S:1:pos:R:3:forces:R:3
Br 2.342865 -1.488754 -0.455515 -0.06 -0.38 -0.19
O 3.472265 2.074805 -0.460631 2.25 -0.35 -0.71
O 0.534663 -0.373588 1.585119 1.47 -0.99 0.17
O 1.415653 2.962212 -0.033847 -2.14 1.56 0.16
C 1.738473 0.012624 1.009981 0.43 0.37 1.27
C 2.440984 2.513854 -0.254538 -0.09 -1.15 0.51
C -0.477041 0.212947 0.902203 -1.68 2.13 0.42
H -1.390291 -0.170626 1.479295 0.45 0.33 -1.83
H 2.368072 -0.348183 1.826810 0.97 -0.08 -0.25
H -0.424348 1.347258 1.149263 -0.35 -1.41 -0.81
H -0.271837 0.074447 -0.213735 -1.25 -0.02 1.26
```
Positions in Å, forces in eV/Å.

---

[5]
The following is a quantum chemistry calculation of a structure of composition C3H4CaO2 in a non-equilibrium geometry, from the Open Molecules 2025 dataset.

HOMO-LUMO gap in Eh: 0.356
Calculated total energy in eV: -25690.098
Total charge: +2
HOMO level in eV: -20.64
E_LUMO in eV: -10.9557

XYZ file:
```
10
Properties=species:S:1:pos:R:3:forces:R:3
Ca -0.212346 -0.705768 0.828340 -0.27 -0.47 0.75
O -3.889797 0.872438 2.042228 -3.46 1.59 -3.14
O -2.038218 0.408229 1.176138 2.20 -0.11 -4.56
C 1.338369 0.408515 -0.932428 0.35 -0.35 -0.15
C -3.183150 0.780367 1.124732 0.65 -1.21 7.78
C 1.738054 -0.868209 -0.762810 0.23 0.54 -0.44
H 1.753567 1.215997 -0.321718 -0.02 -0.08 -0.20
H 2.501381 -1.127508 -0.021109 -0.05 0.01 -0.20
H 1.370650 -1.662775 -1.419934 0.16 0.09 0.08
H 0.621490 0.678714 -1.713439 0.22 0.01 0.09
```
Positions in Å, forces in eV/Å.

---

[6]
The following is a quantum chemistry calculation of an isolated molecule of C3H4Cl2 in a non-equilibrium geometry, from the Open Molecules 2025 dataset.

HOMO-LUMO gap in Eh: 0.403
Calculated total energy in eV: -28218.234
Structure (SMILES): Cl[C@@H]1C[C@H]1Cl
HOMO level in eV: -9.98
E_LUMO in eV: 0.9880

XYZ file:
```
9
Properties=species:S:1:pos:R:3:forces:R:3
Cl 1.156226 1.732080 -0.555032 -0.39 0.82 -0.17
Cl -1.340212 -1.670401 -1.014817 0.47 0.48 0.87
C 0.199340 -0.168646 0.920981 2.78 -2.45 4.49
C -0.212948 0.735840 -0.014624 -2.75 3.75 -4.76
C 0.047884 -0.642686 -0.479304 1.22 -0.63 -3.68
H 0.754347 -0.665870 -1.380198 -0.53 -0.26 2.18
H 1.295363 0.226833 1.409936 -3.33 -2.19 -0.89
H -1.236463 1.135623 -0.280363 1.40 -0.08 0.98
H -0.663537 -0.682774 1.393421 1.14 0.57 0.99
```
Positions in Å, forces in eV/Å.

---

[7]
The following is a quantum chemistry calculation of an isolated molecule of C3H4Cl2N2S in a non-equilibrium geometry, from the Open Molecules 2025 dataset.

HOMO-LUMO gap in Eh: 0.335
Calculated total energy in eV: -42032.644
Structure (SMILES): NN1CC(Cl)(Cl)C1=S
HOMO level in eV: -8.91
E_LUMO in eV: 0.2122

XYZ file:
```
12
Properties=species:S:1:pos:R:3:forces:R:3
Cl -0.681888 2.131521 1.682095 0.12 0.10 -0.54
Cl 1.001323 2.604650 -0.747908 -0.34 -0.47 0.67
S -2.298398 0.423501 -1.407528 1.69 0.15 0.74
N -0.092300 -1.967094 -0.161454 -2.32 0.11 -3.39
N -0.029063 -0.544144 -0.185743 0.22 -1.58 -1.48
C 0.900489 0.133897 0.650127 -0.46 0.11 -0.09
C -0.826097 0.444687 -0.617940 -0.56 -0.11 0.97
C 0.124215 1.422118 0.275526 -0.72 -0.03 -0.77
H 1.932695 0.084663 0.310963 0.10 0.01 0.25
H -1.339114 -2.063400 -0.338075 4.92 -0.33 -0.15
H 0.647962 -2.350362 -1.066669 -3.55 1.25 2.99
H 0.660175 -0.320038 1.606606 0.90 0.78 0.79
```
Positions in Å, forces in eV/Å.

---

[8]
The following is a quantum chemistry calculation of an isolated molecule of C3H4Cl2O in a non-equilibrium geometry, from the Open Molecules 2025 dataset.

HOMO-LUMO gap in Eh: 0.388
Calculated total energy in eV: -30267.474
Structure (SMILES): O=C(CCl)CCl
HOMO level in eV: -10.27
E_LUMO in eV: 0.2980

XYZ file:
```
10
Properties=species:S:1:pos:R:3:forces:R:3
Cl -0.718685 1.636468 -1.484340 0.05 -0.19 0.03
Cl -1.633940 -1.093764 1.117959 -0.61 0.15 0.93
O 1.904662 -0.368272 0.148177 -1.10 0.82 -0.18
C 0.146891 1.308026 0.032963 2.36 2.71 1.14
C -0.316850 -1.301042 0.008363 0.51 -0.15 -2.13
C 0.728091 -0.097350 0.057197 -0.56 -2.09 0.26
H -0.561296 1.575332 0.882562 1.04 -0.74 -1.05
H -0.826743 -1.434329 -0.986057 0.76 0.78 0.64
H 0.153675 -2.289526 0.120700 0.25 0.68 0.58
H 1.124197 2.064457 0.102477 -2.70 -1.97 -0.22
```
Positions in Å, forces in eV/Å.

---

[9]
The following is a quantum chemistry calculation of a structure of composition C3H4Cl2O in a non-equilibrium geometry, from the Open Molecules 2025 dataset.

HOMO-LUMO gap (spin up / spin down) in Eh: 0.306 / 0.280
Calculated total energy in eV: -30263.969
HOMO level (spin up / spin down) in eV: -8.19 / -8.11
E_LUMO (spin up / spin down) in eV: 0.1285 / -0.4894

XYZ file:
```
10
Properties=species:S:1:pos:R:3:forces:R:3
Cl -0.155761 2.447795 -3.035940 0.52 0.63 -1.20
Cl -0.262836 0.013632 -1.118929 0.12 -1.87 1.78
O -1.613616 3.023319 -0.884908 1.66 -1.62 -1.99
C -0.205206 -1.089574 0.231670 -1.04 0.17 -0.11
C 0.848130 -1.201809 1.222373 1.05 -0.93 -1.23
C -0.998910 2.252522 -1.569650 -2.37 1.90 2.88
H 1.705238 -0.643944 1.027057 1.63 0.93 -0.67
H -1.085311 -1.545062 0.687951 -0.68 0.47 -1.33
H 0.634131 -1.002438 2.219573 -1.16 0.58 1.85
H 1.134143 -2.254440 1.220802 0.26 -0.25 0.00
```
Positions in Å, forces in eV/Å.

---

[10]
The following is a quantum chemistry calculation of an isolated molecule of C3H4Cl2O2S in a non-equilibrium geometry, from the Open Molecules 2025 dataset.

HOMO-LUMO gap in Eh: 0.372
Calculated total energy in eV: -43148.311
Structure (SMILES): CS(=O)(=O)/C(Cl)=C\Cl
HOMO level in eV: -10.24
E_LUMO in eV: -0.1141

XYZ file:
```
12
Properties=species:S:1:pos:R:3:forces:R:3
Cl 1.430356 -1.057223 -2.871584 0.11 0.24 2.55
Cl 1.547989 -0.918793 1.586100 -1.01 0.55 -1.35
S -0.575630 0.446390 -0.381578 -1.45 3.90 -3.37
O -0.109976 1.753461 -0.974994 -0.09 -3.20 2.03
O -1.626577 -0.155579 -1.219720 1.91 -0.49 1.47
C -1.326025 0.725507 1.183347 2.38 0.15 1.37
C 1.662307 -1.048550 -1.088240 -1.31 0.36 0.37
C 0.881580 -0.613056 -0.061547 0.73 -0.15 -1.27
H -2.098724 1.437055 1.143894 -1.02 0.86 -0.87
H -0.601485 1.150721 1.945146 -0.62 -0.97 -0.90
H 2.545852 -1.488735 -0.671027 0.66 -0.48 -0.84
H -1.729666 -0.231197 1.410202 -0.28 -0.77 0.81
```
Positions in Å, forces in eV/Å.

---

> Which formula does entry 1 have?

C3H4BrNO

---

> Look up the calculated total energy of the eighth one.

-30267.474 eV